# C22H25MnN6O3S2

A molecular structure, C22H25MnN6O3S2 (the ωB97M-V functional and the def2-TZVPD basis, the OMol25 dataset).

Cartesian coordinates (Å):
C1 -2.17 -0.93 -2.70
C2 -1.63 -5.43 -0.93
H1 2.53 3.52 4.25
C3 2.02 -2.38 1.09
O1 -1.06 -1.08 -2.21
H2 -1.78 6.02 -0.78
H3 0.20 1.65 -1.94
H4 -4.20 -0.68 -2.27
N1 -3.28 -0.92 -1.91
N2 -3.10 -1.05 -0.52
C4 -0.30 3.62 -2.64
C5 -0.85 4.85 -2.31
H5 4.44 -1.27 4.15
H6 2.17 1.97 -0.42
C6 -1.76 -4.31 -0.16
H7 -2.13 -6.37 -0.89
C7 3.42 2.91 1.05
H8 3.53 -2.54 4.96
O2 -0.20 0.36 0.12
C8 2.53 -1.71 3.32
H9 -2.39 -4.14 0.70
C9 1.19 2.19 1.47
C10 3.45 -1.57 4.47
H10 -0.33 -5.79 -2.55
H11 -0.91 5.63 -3.05
H12 0.45 2.45 3.46
N3 -0.89 -3.36 -0.61
C11 -1.22 4.08 -0.06
H13 -3.37 -0.20 -0.02
C12 3.51 3.35 2.36
N4 -0.67 -5.15 -1.85
H14 3.94 -2.67 1.97
H15 0.52 -3.42 -2.21
S1 -1.23 -1.04 2.62
C13 -0.64 2.88 -0.40
C14 2.94 -2.30 2.11
C15 0.42 -1.46 2.47
C16 -3.51 -0.71 -4.70
H16 3.05 -0.86 5.20
C17 -0.20 2.62 -1.69
H17 4.41 3.85 2.69
O3 -2.27 -0.81 -4.00
H18 0.06 3.44 -3.64
H19 -3.64 -1.83 -0.15
H20 -4.09 0.15 -4.38
C18 2.46 3.18 3.24
Mn1 -0.61 -1.45 -0.15
C19 -0.24 -3.91 -1.63
N5 0.76 -1.95 1.25
H21 -3.22 -0.58 -5.75
C20 2.25 2.32 0.59
H22 4.25 3.04 0.37
S2 -0.44 1.65 0.91
H23 2.28 -2.79 0.12
C21 1.28 2.59 2.79
H24 -4.09 -1.63 -4.60
N6 1.28 -1.31 3.46
H25 -1.60 4.25 0.94
C22 -1.33 5.07 -1.03

## Properties
Multiplicity = 5
Charge = +2
⟨S²⟩ = 6.056
LUMO energy (alpha / beta) = -7.59 / -6.30 eV
Highest occupied orbital energy (alpha / beta) = -13.29 / -13.24 eV
Total energy = -3354.4938 Ha

Atom charges from the Mulliken analysis, given in e for atoms 1 to 2:
1 C 0.882
2 C -0.573

# C11H8IN3OTl

A molecular structure, C11H8IN3OTl (the ωB97M-V functional and the def2-TZVPD basis, the OMol25 dataset).

Cartesian coordinates (Å):
N1 -1.59 1.13 2.41
N2 0.81 -2.76 -1.27
C1 -1.37 0.77 1.34
H1 0.52 -3.63 2.08
H2 0.17 -1.02 -2.14
N3 -1.39 1.42 -3.26
C2 -0.29 -1.07 0.05
C3 -0.26 1.37 -0.87
H3 -1.94 0.06 -0.53
C4 0.24 -1.58 -1.20
H4 -0.57 -1.37 2.23
C5 0.86 -3.43 -0.11
Tl1 3.28 -2.66 0.46
H5 1.28 -4.44 -0.16
H6 -0.34 3.54 -1.18
C6 -0.91 1.38 -2.21
C7 -0.99 0.28 0.01
H7 -1.54 3.01 -0.03
C8 -0.19 -1.76 1.28
C9 0.41 -3.00 1.20
C10 0.51 3.29 0.77
O1 0.13 3.96 1.64
H8 0.81 1.18 -1.03
I1 2.61 2.76 0.79
C11 -0.50 2.84 -0.33

## Properties
Charge = +3
LUMO energy = -17.69 eV
Highest occupied orbital energy = -20.26 eV
Total energy = -1132.2198 Ha

Atom charges from the Mulliken analysis, given in e for atoms 1 to 2:
1 N -0.284
2 N -0.447

# C12H22N2

A gas-phase ion, C12H22N2 (charge +2) (the ωB97M-V functional and the def2-TZVPD basis, the OMol25 dataset).

Cartesian coordinates (Å):
C1 -0.88 -0.87 -0.71
N1 -1.41 -1.97 0.09
H1 -1.12 -0.85 -1.72
H2 -1.70 -1.52 0.93
H3 4.44 1.43 -0.75
C2 3.35 1.39 -0.99
C3 -3.11 0.96 -1.17
H4 -3.29 -0.07 1.21
H5 -3.39 1.62 1.55
C4 3.10 0.87 1.28
H6 4.08 0.67 1.45
N2 1.28 0.11 -0.29
H7 -3.71 0.15 -0.92
H8 2.72 2.20 -0.90
H9 -1.96 2.44 -0.01
H10 1.95 -2.34 0.52
C5 -2.12 1.43 -0.10
C6 1.13 -2.32 -0.25
C7 -0.94 0.64 -0.32
H11 -0.64 -4.00 -0.11
H12 -2.09 -2.56 -0.41
C8 0.69 -1.00 -0.63
H13 0.70 2.08 0.02
H14 3.31 -0.59 -0.43
C9 0.31 1.12 -0.18
H15 3.27 1.10 -2.12
C10 -2.71 0.96 1.28
H16 -1.85 0.95 1.95
H17 1.54 -2.84 -1.14
H18 -2.51 0.78 -2.04
H19 2.34 0.44 1.92
C11 2.72 0.25 -0.13
H20 -0.01 -3.09 1.40
C12 -0.28 -2.99 0.28
H21 -3.92 1.67 -1.36
H22 2.98 2.03 1.30

## Properties
Charge = +2
Structure (SMILES) = CC(C)C1=C[N+](C(C)C)=C2CC[NH2+][C@@H]12
LUMO energy = -8.64 eV
Highest occupied orbital energy = -16.94 eV
Total energy = -579.1983 Ha

Atom charges from the Mulliken analysis, given in e for atoms 1 to 2:
1 C -0.082
2 N 0.183

# HN3

2 unconnected molecules or ions with the total composition HN3 (the ωB97M-V functional and the def2-TZVPD basis, the OMol25 dataset).

Cartesian coordinates (Å):
N1 -1.74 -1.18 -0.12
N2 1.84 0.78 -0.35
H1 -2.35 -1.39 0.70
N3 2.25 1.79 -0.23

## Properties
Multiplicity = 3
⟨S²⟩ = 2.006
LUMO energy (alpha / beta) = 1.73 / -0.47 eV
Highest occupied orbital energy (alpha / beta) = -11.98 / -12.58 eV
Total energy = -164.7742 Ha

Atom charges from the Mulliken analysis, given in e for atoms 1 to 2:
1 N -0.211
2 N 0.033

# C3H8OS2

2 unconnected molecules or ions with the total composition C3H8OS2 (the ωB97M-V functional and the def2-TZVPD basis, the OMol25 dataset).

Cartesian coordinates (Å):
H1 -0.11 0.91 -0.23
H2 -3.00 -0.37 -0.45
H3 -0.06 0.09 2.32
H4 1.04 0.57 -1.48
H5 -2.77 -0.89 -3.46
C1 -2.39 -0.60 -2.46
C2 0.95 0.95 -0.47
C3 -3.48 -0.55 -1.41
H6 1.27 1.99 -0.45
H7 -4.08 -1.45 -1.42
S1 1.24 0.42 2.48
S2 1.92 -0.10 0.63
O1 -1.23 -0.36 -2.26
H8 -4.05 0.36 -1.60

## Properties
Structure (SMILES) = CC=O.CSS
LUMO energy = 0.70 eV
Highest occupied orbital energy = -8.42 eV
Total energy = -990.6917 Ha

Atom charges from the Mulliken analysis, given in e for atoms 1 to 2:
1 H 0.150
2 H 0.227

# C3H3NS

C3H3NS in the gas phase (the ωB97M-V functional and the def2-TZVPD basis, the OMol25 dataset).

Cartesian coordinates (Å):
C1 -0.98 0.27 0.01
H1 -1.39 1.21 -0.37
H2 -1.50 -0.34 -0.62
C2 1.20 -1.03 0.04
N1 1.99 -1.91 -0.04
C3 0.41 0.05 0.00
S1 1.75 1.62 0.06
H3 -1.48 0.13 0.93

## Properties
Structure (SMILES) = CC(=S)C#N
LUMO energy (alpha / beta) = -2.65 / -2.65 eV
Highest occupied orbital energy (alpha / beta) = -9.33 / -9.33 eV
Total energy = -568.9151 Ha

Atom charges from the Mulliken analysis, given in e for atoms 1 to 2:
1 C -0.997
2 H 0.334

# C4H8N2OS

C4H8N2OS in the gas phase (the ωB97M-V functional and the def2-TZVPD basis, the OMol25 dataset).

Cartesian coordinates (Å):
H1 0.25 -1.68 -1.02
H2 -1.74 -0.57 2.31
C1 1.29 -1.37 -0.82
H3 2.28 0.16 0.37
H4 -0.02 1.46 -2.03
N1 0.18 0.65 -0.13
C2 1.48 0.11 -0.45
H5 -0.92 -1.65 1.15
S1 -1.82 2.29 -0.75
O1 2.18 -2.16 -0.79
H6 1.78 0.68 -1.29
H7 -0.74 1.36 1.44
C3 -1.33 -0.64 1.27
H8 -2.10 -0.55 0.59
C4 -0.45 1.46 -1.01
N2 -0.33 0.44 1.16

## Properties
Structure (SMILES) = CNN(C=S)CC=O
LUMO energy = 0.33 eV
Highest occupied orbital energy = -8.84 eV
Total energy = -740.0822 Ha

Atom charges from the Mulliken analysis, given in e for atoms 1 to 2:
1 H 0.384
2 H 0.337

# C14H20N4O3

C14H20N4O3 in the gas phase (the ωB97M-V functional and the def2-TZVPD basis, the OMol25 dataset).

Cartesian coordinates (Å):
C1 1.46 2.32 -0.17
C2 0.88 3.72 0.00
H1 -0.94 -2.63 -0.72
C3 -1.39 -2.23 0.19
H2 2.42 2.36 -0.70
H3 -0.86 -2.46 3.03
H4 -2.29 -0.17 3.24
N1 -0.90 -0.36 -1.93
C4 -0.81 -1.53 2.45
H5 -1.46 0.58 0.96
H6 -3.22 0.53 1.07
H7 2.64 -1.46 -2.01
H8 0.79 4.19 -0.97
H9 -1.29 1.23 -3.17
H10 -2.99 -1.59 2.47
H11 -1.94 -3.05 0.68
H12 4.40 -0.70 -0.36
C5 0.61 1.54 -2.23
H13 -0.10 3.67 0.47
H14 0.00 0.16 -3.75
H15 -0.17 -0.92 -1.48
C6 -2.37 -1.08 -0.10
N2 1.19 -1.63 -0.59
H16 -3.38 -1.48 -0.18
H17 1.55 4.31 0.62
C7 0.89 -1.50 0.71
O1 -2.98 0.51 -1.77
N3 1.75 -1.07 1.65
C8 -2.12 -0.24 -1.35
H18 3.64 -0.44 2.04
H19 -0.07 -0.88 2.91
C9 2.97 -0.79 1.26
C10 -0.43 0.62 -2.86
C11 2.43 -1.35 -0.96
C12 -2.19 -0.85 2.40
N4 -0.35 -1.82 1.11
O2 0.56 1.48 -0.90
C13 -2.32 -0.09 1.08
O3 1.38 2.22 -2.86
H20 1.58 1.82 0.80
C14 3.40 -0.93 -0.06

## Properties
Structure (SMILES) = CCOC(=O)CNC(=O)[C@@H]1CCCN(c2ncccn2)C1
LUMO energy = 0.56 eV
Highest occupied orbital energy = -8.56 eV
Total energy = -990.2787 Ha

Atom charges from the Mulliken analysis, given in e for atoms 1 to 2:
1 C -0.276
2 C -1.314

# C14H19FNO3

A gas-phase ion, C14H19FNO3 (charge +1) (the ωB97M-V functional and the def2-TZVPD basis, the OMol25 dataset).

Cartesian coordinates (Å):
H1 1.57 1.60 2.30
C1 0.65 -2.80 -0.72
O1 0.71 -0.48 1.17
C2 -0.90 -1.98 -2.36
C3 -1.32 -4.08 -1.24
H2 2.43 2.71 -0.12
H3 -0.55 2.53 2.88
C4 1.60 2.07 0.19
C5 -1.69 -3.09 -2.14
H4 -0.64 3.54 1.43
H5 1.71 3.32 1.96
C6 0.28 -1.84 -1.64
N1 -0.99 1.49 1.10
C7 0.43 2.34 -0.77
C8 -0.30 2.57 1.82
H6 -0.98 0.67 -0.82
H7 2.99 -1.36 -0.94
C9 -0.89 1.66 -0.37
H8 0.90 -0.98 -1.85
C10 -2.38 1.29 1.54
C11 -0.15 -3.93 -0.53
H9 0.30 3.42 -0.81
H10 -2.83 0.48 0.97
H11 -1.21 -1.25 -3.09
F1 -2.85 -3.21 -2.82
H12 -2.41 1.03 2.59
C12 1.21 2.40 1.64
H13 3.33 -1.71 0.77
H14 -1.95 -4.94 -1.10
H15 -0.43 0.61 1.31
H16 0.17 -4.67 0.19
H17 -1.72 2.27 -0.71
C13 2.53 -1.56 0.04
O2 1.78 -2.74 0.06
H18 -2.96 2.20 1.38
C14 1.69 -0.37 0.47
H19 0.71 2.01 -1.77
O3 2.17 0.76 -0.01

## Properties
Charge = +1
Structure (SMILES) = C[N@H+]1CC[C@H](OC(=O)COc2ccc(F)cc2)CC1
LUMO energy = -2.45 eV
Highest occupied orbital energy = -11.31 eV
Total energy = -924.9903 Ha

Atom charges from the Mulliken analysis, given in e for atoms 1 to 2:
1 H 0.328
2 C 0.279

# C36H28BaNP2S2Te

A molecular structure, C36H28BaNP2S2Te (the ωB97M-V functional and the def2-TZVPD basis, the OMol25 dataset).

Cartesian coordinates (Å):
H1 -5.77 -2.81 -2.45
C1 -0.98 -4.43 0.44
C2 2.73 5.17 -0.56
H2 2.40 6.13 -3.83
H3 -3.48 -4.34 2.70
C3 -1.14 3.65 -1.33
C4 3.81 1.36 2.77
H4 2.70 -4.32 -2.15
H5 0.32 7.16 -2.91
C5 0.68 6.42 -0.93
H6 1.67 -2.11 -1.77
C6 -5.05 -2.24 -1.87
C7 -3.20 -0.79 -0.36
C8 -3.18 -5.82 1.18
Ba1 1.39 2.77 0.56
C9 -2.84 -4.67 1.89
H7 0.06 0.54 3.10
H8 3.82 -0.06 1.17
C10 -2.82 -1.95 -1.03
C11 2.93 -4.19 1.22
C12 -5.44 -1.08 -1.21
C13 3.04 2.02 3.73
C14 2.36 -2.95 1.44
C15 -1.41 1.34 -0.62
H9 4.85 1.62 2.64
C16 3.05 -4.69 -0.07
H10 3.50 -5.67 -0.23
C17 1.51 5.70 -0.04
H11 -0.55 -0.11 -1.94
C18 1.89 -2.19 0.37
C19 1.86 0.11 2.04
C20 -4.53 -0.37 -0.45
C21 -0.71 0.94 -1.76
H12 -1.79 -2.27 -0.93
H13 2.25 -2.57 2.45
C22 -0.19 1.88 -2.64
S1 3.90 4.25 0.40
C23 2.61 -3.94 -1.14
N1 -2.48 -6.28 0.14
C24 1.13 0.74 3.03
C25 -0.39 3.24 -2.43
C26 0.98 6.60 -2.27
H14 -4.06 -6.39 1.44
C27 2.03 -2.70 -0.93
H15 0.04 3.98 -3.09
C28 1.71 1.68 3.88
C29 -0.66 -0.96 0.98
H16 -0.83 -5.97 -1.05
P1 -2.03 0.18 0.69
H17 1.10 2.19 4.62
H18 -0.23 6.84 -0.52
Te1 -1.14 -2.21 2.58
C30 2.15 6.03 -2.78
H19 -6.47 -0.74 -1.28
C31 3.23 0.41 1.95
P2 0.98 -0.61 0.57
C32 -1.40 -5.58 -0.21
H20 -1.29 4.71 -1.15
H21 3.28 -4.78 2.06
H22 -3.42 -3.58 -2.27
H23 3.90 4.89 -2.32
S2 0.92 5.44 1.62
H24 -2.15 3.04 0.47
C33 -3.73 -2.67 -1.78
H25 3.48 2.80 4.33
H26 -0.09 -3.92 0.11
C34 -1.63 2.71 -0.42
H27 0.38 1.55 -3.50
C35 2.99 5.33 -1.93
C36 -1.72 -3.95 1.51
H28 -4.84 0.52 0.08

## Properties
Charge = -1
LUMO energy = 2.15 eV
Highest occupied orbital energy = -4.31 eV
Total energy = -3216.1200 Ha

Atom charges from the Mulliken analysis, given in e for atoms 1 to 2:
1 H 0.363
2 C 0.297

# C17H33NO2P2Ti

A molecular structure, C17H33NO2P2Ti (the ωB97M-V functional and the def2-TZVPD basis, the OMol25 dataset).

Cartesian coordinates (Å):
H1 -3.34 -1.23 -0.52
O1 -1.40 1.51 0.10
C1 1.81 2.85 1.91
H2 1.75 -1.27 -5.83
O2 1.78 -1.16 1.12
H3 -1.59 2.90 2.34
H4 -2.44 -1.91 -1.90
C2 -3.68 1.67 0.74
H5 -0.85 -4.56 -0.53
H6 2.42 2.19 2.54
H7 -4.19 0.95 0.09
C3 -0.32 -3.60 -0.66
H8 3.05 1.74 -1.52
H9 -2.14 0.06 1.27
H10 -2.78 1.87 3.18
H11 4.34 -2.54 -2.63
H12 1.60 -1.29 3.80
H13 0.20 -0.24 -4.18
H14 0.68 3.06 -1.71
C4 -1.83 -3.03 1.71
C5 0.73 3.38 -0.66
C6 -1.91 1.85 2.50
H15 -2.45 -2.31 2.26
H16 3.68 1.06 -0.01
C7 1.36 -0.83 -2.45
H17 -0.98 -3.31 2.33
H18 -4.35 1.90 1.59
P1 -1.25 -2.27 0.17
C8 -2.74 -2.09 -0.86
C9 1.98 -1.33 -4.77
C10 1.11 -0.75 -3.86
H19 2.34 3.80 1.75
H20 -2.43 -3.93 1.46
C11 3.15 -1.99 -4.34
Ti1 -0.21 0.03 0.11
C12 0.91 -0.68 1.84
C13 2.58 -1.48 -2.05
H21 0.86 3.04 2.42
H22 -1.11 1.32 3.03
H23 -0.17 -1.06 3.61
H24 -3.33 -3.01 -0.79
H25 1.30 4.30 -0.58
H26 -0.21 -3.37 -1.73
C14 3.15 1.91 -0.45
H27 3.82 -2.44 -5.07
N1 0.51 -0.35 -1.54
H28 2.79 -1.53 -0.98
P2 1.50 2.04 0.31
H29 0.91 0.36 3.69
H30 -0.30 3.54 -0.32
H31 -3.56 2.62 0.17
H32 0.69 -3.67 -0.23
C15 -2.29 1.21 1.17
H33 3.73 2.83 -0.28
C16 3.43 -2.05 -2.98
C17 0.82 -0.67 3.32

## Properties
LUMO energy = 0.47 eV
Highest occupied orbital energy = -6.55 eV
Total energy = -2404.9792 Ha

Atom charges from the Mulliken analysis, given in e for atoms 1 to 2:
1 H 0.091
2 O -0.656

# C13H18Cl3N3O4PbS4

A molecular structure, C13H18Cl3N3O4PbS4 (the ωB97M-V functional and the def2-TZVPD basis, the OMol25 dataset).

Cartesian coordinates (Å):
H1 -6.36 1.58 1.79
S1 -2.19 0.49 -2.27
S2 0.41 -0.53 -4.08
H2 -0.78 -3.96 1.87
C1 0.39 2.78 -1.05
C2 -5.28 1.42 1.78
N1 1.76 0.68 2.11
N2 2.64 0.72 1.20
O1 -2.09 0.99 0.86
O2 2.43 0.48 -0.06
H3 -5.45 0.15 3.53
H4 -4.95 1.31 0.75
Cl1 0.77 3.18 -2.70
O3 -1.72 3.14 1.30
H5 -3.11 0.03 3.74
Cl2 0.99 -2.76 0.86
H6 5.79 2.02 4.24
Cl3 -1.88 -2.30 0.62
H7 -0.67 -4.24 0.08
C3 4.92 1.19 0.58
H8 -2.70 2.31 3.67
N3 -3.44 0.45 2.88
C4 5.54 1.79 3.22
C5 6.20 1.61 0.92
H9 7.50 2.26 2.48
H10 -4.38 3.43 1.82
H11 1.22 3.08 -0.42
H12 6.94 1.71 0.14
H13 -2.55 0.27 1.38
Pb1 0.09 0.37 -0.61
H14 -0.54 3.24 -0.75
C6 3.96 1.08 1.58
C7 -0.62 -3.51 0.89
O4 0.55 0.45 1.81
C8 -4.86 0.21 2.61
S3 -1.71 -0.38 -3.98
H15 3.50 1.27 3.66
C9 -3.16 1.88 2.78
H16 -4.97 -0.74 2.07
C10 -2.22 2.09 1.58
C11 6.51 1.92 2.23
C12 4.26 1.37 2.90
S4 1.00 -1.48 -2.45
C13 -4.51 2.55 2.46
H17 -5.01 2.86 3.38
H18 4.65 0.96 -0.43

## Properties
LUMO energy (alpha / beta) = -2.15 / -1.91 eV
Highest occupied orbital energy (alpha / beta) = -7.25 / -7.67 eV
Total energy = -4137.4549 Ha

Atom charges from the Mulliken analysis, given in e for atoms 1 to 2:
1 H 0.440
2 S -0.185

# C4H15FN6O4Tl

A molecular structure, C4H15FN6O4Tl (the ωB97M-V functional and the def2-TZVPD basis, the OMol25 dataset).

Cartesian coordinates (Å):
F1 0.08 4.42 -0.18
H1 1.89 -0.87 -3.10
H2 -0.81 -2.25 -1.21
H3 -1.96 4.23 4.32
O1 -0.96 -0.85 0.80
N1 2.72 -1.28 -2.71
C1 -0.47 -1.98 0.75
N2 -0.51 -2.73 -0.38
O2 -1.31 2.33 1.89
O3 2.12 -0.23 -0.81
Tl1 -0.09 1.51 -0.55
H4 -2.09 -2.05 -3.45
H5 0.56 -3.43 1.57
H6 -2.32 2.58 4.18
H7 -2.92 -1.31 -2.08
C2 2.84 -1.04 -1.42
N3 3.82 -1.75 -0.86
H8 3.23 -2.05 -3.10
O4 -1.13 -0.50 -2.44
N4 -2.07 3.43 3.71
H9 -2.82 -0.49 -3.63
C3 -1.45 3.39 2.52
H10 4.30 -2.43 -1.44
H11 3.98 -1.64 0.12
H12 -0.99 5.26 2.92
C4 -2.25 -1.10 -2.92
H13 0.03 -2.07 2.66
N5 0.11 -2.55 1.78
H14 -0.47 4.58 1.28
N6 -0.90 4.57 2.20
H15 -0.16 -3.67 -0.42

## Properties
Charge = +1
LUMO energy = -8.79 eV
Highest occupied orbital energy = -12.31 eV
Total energy = -1062.9079 Ha

Atom charges from the Mulliken analysis, given in e for atoms 1 to 2:
1 F -0.672
2 H 0.211

# C3H6O2

A molecular structure, C3H6O2 (the ωB97M-V functional and the def2-TZVPD basis, the OMol25 dataset).

Cartesian coordinates (Å):
O1 0.05 1.40 1.00
H1 1.07 0.19 -1.85
O2 -0.62 -0.82 -1.09
H2 -0.17 1.27 -1.01
H3 0.02 -2.03 0.50
H4 -0.91 1.41 1.11
C1 -0.41 -1.04 0.32
H5 1.53 0.03 0.87
C2 0.54 0.17 0.43
C3 0.31 0.28 -1.07
H6 -1.34 -0.94 0.90

## Properties
LUMO energy = 0.96 eV
Highest occupied orbital energy = -9.93 eV
Total energy = -268.3156 Ha

Atom charges from the Mulliken analysis, given in e for atoms 1 to 2:
1 O -0.573
2 H 0.277

# H12NaO6

A molecular structure, H12NaO6 (the ωB97M-V functional and the def2-TZVPD basis, the OMol25 dataset).

Cartesian coordinates (Å):
Na1 -23.10 12.82 -27.35
O1 -25.59 11.74 -29.56
H1 -21.45 9.16 -27.99
O2 -18.96 12.67 -27.75
H2 -21.89 8.78 -26.59
O3 -25.80 15.11 -26.86
H3 -21.94 16.62 -29.68
H4 -26.50 11.43 -29.60
H5 -19.13 12.88 -28.66
H6 -25.84 16.05 -26.73
H7 -26.64 14.88 -27.26
H8 -23.13 11.61 -23.06
H9 -18.87 11.72 -27.73
O4 -21.85 9.52 -27.20
O5 -23.51 12.08 -23.80
H10 -21.29 15.37 -30.24
O6 -21.97 15.66 -29.64
H11 -23.67 12.97 -23.47
H12 -25.34 11.87 -30.47

## Properties
Charge = +1
LUMO energy = -3.74 eV
Highest occupied orbital energy = -14.53 eV
Total energy = -620.7446 Ha

Atom charges from the Mulliken analysis, given in e for atoms 1 to 2:
1 Na 0.899
2 O -0.602